DFT (wB97M-V/def2-TZVPD) results for a cluster of 2 separate species, C9H15N2 in total.

```
26
C9H15N2 wB97M-V/def2-TZVPD
C 1.46404 -0.47548 1.89601
C 1.80692 -1.35784 0.91975
C -0.02939 -0.34090 0.26992
C -1.26245 2.81952 -1.27639
C -1.09190 1.57158 -1.68258
C 2.91185 -2.42151 0.97716
C -1.93614 -0.69060 -2.09978
C -0.38716 1.28957 2.08843
C -1.72750 0.41104 -1.23717
N 0.31007 0.19562 1.45318
N 0.85887 -1.27679 -0.04099
H 2.17985 -0.18237 2.64328
H -0.77409 3.63838 -1.62998
H -1.90750 2.90255 -0.37433
H -0.41921 1.40478 -2.54230
H 2.63183 -3.24048 1.54845
H 3.13113 -2.79528 -0.11345
H 3.89462 -1.94375 1.42976
H -2.79096 -0.47229 -2.86817
H -1.16441 -1.00463 -2.73601
H -2.30920 -1.68858 -1.80979
H -0.52292 1.11313 3.22006
H 0.14271 2.23957 1.82464
H -1.44227 1.45207 1.68116
H -2.55637 0.46944 -0.52808
H 0.98960 -1.61673 -1.01278
```

Calculated values
total charge: +1
HOMO energy: -12.76 eV

***

DFT (wB97M-V/def2-TZVPD) results for the ion C9H15N2S with charge +1.

```
27
C9H15N2S wB97M-V/def2-TZVPD
C 0.73040 -0.17396 -0.98886
C 1.04275 1.03219 -0.44150
C -2.25037 -0.15055 -0.02079
C 0.09658 -0.68847 0.42644
C 0.40978 0.75921 0.81454
C 0.86319 -0.95304 -2.18832
C 1.71785 2.21855 -0.99110
C 1.03633 -1.67949 0.97752
C 0.11401 1.36494 2.13473
N -1.27917 -0.96227 0.57969
N -3.48129 -0.68863 -0.20506
S -2.09857 1.39945 -0.62420
H 1.60044 -0.66892 -2.79944
H -0.17373 -0.84108 -2.62269
H 1.06950 -2.10762 -2.11180
H 1.26295 3.17582 -0.70157
H 1.63680 2.10076 -2.08155
H 2.87332 2.09618 -0.95448
H 0.86985 -2.76353 0.95168
H 1.25270 -1.49727 2.04925
H 1.98618 -1.74083 0.46150
H 0.79141 0.85513 2.92192
H -0.84667 0.97363 2.54036
H 0.17855 2.36653 2.26749
H -1.52006 -1.85794 0.90713
H -3.61673 -1.53105 0.21546
H -4.26599 -0.03773 -0.51635
```

Calculated values
total charge: +1
HOMO energy: -11.87 eV

***

DFT (wB97M-V/def2-TZVPD) results for an isolated molecule of C9H15N3.

```
27
C9H15N3 wB97M-V/def2-TZVPD
C -1.34031 1.16215 1.50571
C -1.57899 0.26577 0.26640
C -2.74330 -0.72717 0.45881
C -1.74724 1.24142 -0.97827
C -0.36007 -0.65343 -0.07280
C 0.06551 -1.20336 -1.40209
C 1.12261 -0.21989 -0.91397
N 2.31261 -0.35240 -0.27642
C 3.40024 0.34270 -0.63785
N 4.31329 0.16037 0.31219
C 3.64036 -0.48767 1.31164
N 2.41140 -0.86946 0.97252
H -1.20402 0.45549 2.38923
H -2.22690 1.81662 1.50746
H -0.43092 1.76345 1.66955
H -3.67987 -0.29478 0.45096
H -2.66915 -1.41901 -0.38198
H -2.59359 -1.27384 1.41492
H -2.13893 0.60690 -1.77883
H -0.71166 1.46367 -1.37457
H -2.33107 2.04225 -0.70734
H 0.01725 -1.26326 0.75090
H 0.20257 -2.32969 -1.40057
H -0.50905 -0.92228 -2.34288
H 1.15281 0.64244 -1.46840
H 3.62290 0.86278 -1.55971
H 4.00351 -0.80975 2.28538
```

Calculated values
SMILES: CC(C)(C)[C@H]1C[C@@H]1n1cncn1
HOMO energy: -8.70 eV

***

LUMO values (in eV) by entry order: -4.46, -5.02, 0.76.
Relative energy (zero: lowest compared OMol25 entry of this formula, charge and spin) values (in eV) by entry order: 3.380, 2.200, 2.911.